Record 1
{
  "formula": "C8H30N2O6",
  "method": "ωB97M-V/def2-TZVPD",
  "multiplicity": 1,
  "orbital_gap_ha": 0.35248,
  "lumo_ev": 0.07,
  "relative_energy_kcal_mol": 275.30,
  "species": ["O", "H", "H", "O", "H", "H", "O", "H", "H", "O", "H", "H", "C", "C", "C", "O", "C", "N", "H", "H", "H", "H", "H", "H", "H", "H", "H", "H", "H", "C", "C", "C", "O", "C", "N", "H", "H", "H", "H", "H", "H", "H", "H", "H", "H", "H"],
  "coordinates": [[3.40326, 1.02947, -0.56439], [3.04385, 0.65521, 0.23995], [3.40604, 1.97401, -0.40926], [2.11081, -1.58442, 2.88392], [2.12263, -2.00103, 3.74561], [2.52854, -0.73441, 3.02257], [2.03524, 0.29434, 0.83119], [1.38936, 0.35866, 0.12766], [1.55972, -0.10913, 1.55737], [2.79319, -2.05243, 0.92235], [2.75237, -1.15377, 0.59526], [2.38906, -2.01094, 1.78906], [0.95766, 1.91688, -1.79564], [-0.03682, 0.87402, -1.34233], [-0.96823, 0.31939, -2.51529], [-0.20224, -0.21697, -3.64862], [-0.24963, -1.67476, -3.65828], [0.76909, -0.21713, -0.68167], [1.64740, 1.69660, -2.61040], [1.50440, 2.24968, -0.91336], [0.37226, 2.81781, -1.97930], [-0.58376, 1.29211, -0.49725], [-1.42314, 1.13608, -3.07582], [-1.74965, -0.30802, -2.08650], [-0.04614, -2.07406, -4.65188], [-1.22848, -2.03476, -3.34148], [0.51644, -2.00809, -2.95819], [0.17157, -1.02486, -0.78482], [1.53904, -0.45750, -1.28952], [-4.00565, 0.53216, 0.77115], [-2.64848, 0.84427, 1.50762], [-1.63317, -0.31414, 1.26266], [-0.69054, -0.11429, 2.30116], [0.41692, -0.98801, 2.25141], [-2.08188, 2.08163, 1.01549], [-4.77049, 1.28127, 0.97592], [-4.46123, -0.43838, 0.96761], [-3.76093, 0.56663, -0.29048], [-2.82897, 0.99222, 2.57235], [-1.16395, -0.23087, 0.28237], [-2.10559, -1.29007, 1.37436], [0.85582, -1.03603, 1.25485], [0.25304, -1.99704, 2.62971], [1.15640, -0.59942, 2.95159], [-1.95254, 1.82424, 0.04744], [-1.10264, 1.93385, 1.21386]]
}

Record 2
{
  "formula": "C3H8P2",
  "method": "ωB97M-V/def2-TZVPD",
  "multiplicity": 1,
  "orbital_gap_ha": [0.27915, 0.27252],
  "lumo_ev": [-0.87, -0.59],
  "relative_energy_kcal_mol": 99.32,
  "species": ["C", "C", "C", "P", "P", "H", "H", "H", "H", "H", "H", "H", "H"],
  "coordinates": [[2.53545, 1.02635, 0.97149], [-1.03321, -1.19257, 0.21232], [-1.24314, -0.03248, -0.86604], [2.07838, 0.03412, -0.22427], [-0.71461, 1.60770, -0.23275], [2.13829, 1.84365, 1.58397], [-0.83124, -2.13821, -0.30016], [-0.10749, -0.97505, 0.70993], [-1.77760, -1.42262, 0.96845], [-2.23738, 0.02063, -1.08519], [-0.66237, -0.40969, -1.69506], [3.35345, -0.12982, -0.90191], [-1.49852, 1.76798, 0.85923]]
}

Record 3
{
  "formula": "C26H66AsF6N3O14",
  "method": "ωB97M-V/def2-TZVPD",
  "multiplicity": 1,
  "orbital_gap_ha": 0.35313,
  "lumo_ev": 0.21,
  "species": ["C", "C", "N", "C", "C", "N", "C", "C", "H", "H", "H", "H", "H", "H", "H", "H", "H", "H", "H", "As", "F", "F", "F", "F", "F", "F", "C", "C", "O", "C", "O", "O", "C", "H", "H", "H", "H", "H", "H", "H", "H", "C", "C", "O", "C", "O", "O", "C", "H", "H", "H", "H", "H", "H", "H", "H", "C", "O", "C", "C", "N", "C", "C", "O", "C", "H", "H", "H", "H", "H", "H", "H", "H", "H", "H", "H", "H", "H", "H", "H", "C", "O", "H", "H", "H", "H", "C", "O", "H", "H", "H", "H", "C", "O", "H", "H", "H", "H", "C", "O", "H", "H", "H", "H", "C", "O", "H", "H", "H", "H", "C", "O", "H", "H", "H", "H"],
  "coordinates": [[-1.36566, 1.41932, 0.59094], [-1.18901, -0.08102, 0.66383], [0.12859, -0.55903, 0.24028], [1.26058, -0.55318, 1.01885], [2.28593, -0.96802, 0.26795], [1.75182, -1.24583, -0.98426], [0.46077, -0.95979, -0.97239], [2.47878, -1.57934, -2.19536], [-0.51763, 1.92837, 1.05122], [-2.26950, 1.62376, 1.15972], [-1.43931, 1.75682, -0.43746], [-1.87448, -0.62483, 0.01833], [-1.35343, -0.46522, 1.67035], [1.12671, -0.19131, 2.02169], [3.31969, -1.11677, 0.51601], [-0.21038, -1.00952, -1.82152], [1.78384, -1.65419, -3.02992], [3.05843, -2.49029, -2.08704], [3.12753, -0.74446, -2.46152], [-3.81001, -1.48952, -2.35802], [-4.25016, -2.86506, -3.25733], [-3.84091, -0.51622, -3.77690], [-3.34455, -0.00453, -1.51792], [-3.59800, -2.37722, -0.89286], [-2.13365, -1.83631, -2.71647], [-5.42554, -1.14418, -1.89258], [-6.22573, 0.36007, 1.54737], [-5.33086, 1.08730, 0.58153], [-5.15045, 2.42145, 1.09385], [-4.28043, 3.20215, 0.45864], [-3.73680, 2.99213, -0.59204], [-4.08181, 4.28683, 1.21611], [-3.14707, 5.21490, 0.67449], [-7.28256, 0.62804, 1.52045], [-5.88767, 0.51811, 2.57359], [-6.19392, -0.70439, 1.30243], [-5.77464, 1.06533, -0.41415], [-4.37781, 0.57110, 0.49079], [-2.13288, 4.87451, 0.92138], [-3.27437, 6.15748, 1.19788], [-3.23857, 5.29656, -0.40331], [0.95027, 3.89478, -2.35624], [0.66455, 4.24302, -0.91909], [1.91056, 4.44327, -0.21996], [1.93551, 4.91004, 1.02895], [2.89289, 4.79086, 1.73994], [0.80914, 5.54487, 1.36128], [0.84170, 6.23384, 2.59962], [0.01862, 3.53400, -2.80472], [1.67530, 3.10359, -2.55448], [1.25883, 4.75754, -2.94757], [0.03351, 3.53340, -0.39518], [0.14093, 5.20277, -0.94721], [-0.07352, 6.81030, 2.68367], [1.70232, 6.90107, 2.65211], [0.91675, 5.54449, 3.44343], [-3.55064, -1.32440, 5.60153], [-2.20168, -1.68374, 5.43422], [-1.38898, -0.73835, 4.77611], [0.03782, -1.20825, 4.85011], [0.32560, -2.11117, 3.71717], [1.51029, -2.94749, 3.92777], [2.77511, -2.16188, 4.21355], [3.23937, -1.57791, 3.02609], [4.51387, -0.98674, 3.19317], [-3.95868, -2.09385, 6.25368], [-4.10773, -1.23885, 4.66187], [-3.69123, -0.36517, 6.12384], [-1.49341, 0.24897, 5.24360], [-1.72583, -0.66606, 3.73419], [0.26192, -1.67472, 5.82090], [0.68036, -0.32142, 4.81283], [-0.47808, -2.73612, 3.72729], [1.69115, -3.59313, 3.06483], [1.36558, -3.67133, 4.74994], [3.49992, -2.90617, 4.59288], [2.66414, -1.46552, 5.05549], [4.84179, -0.55045, 2.25527], [5.22761, -1.75296, 3.52327], [4.48274, -0.24100, 3.99690], [-2.35117, 2.46833, -3.74115], [-1.63959, 1.62263, -2.86646], [-3.42311, 2.44221, -3.55657], [-2.01277, 3.51364, -3.69681], [-2.16219, 2.19961, -4.78733], [-2.25682, 1.30917, -2.19166], [1.57859, -3.60966, -6.31105], [2.32552, -4.64737, -6.95719], [1.65790, -2.64846, -6.81400], [0.52935, -3.92387, -6.28158], [1.91412, -3.60348, -5.27807], [2.09789, -4.66239, -7.89016], [-0.34889, -0.33927, -5.59928], [0.17696, 0.17782, -4.38390], [-1.42157, -0.53060, -5.50671], [-0.14816, 0.33458, -6.43574], [0.08131, -1.31984, -5.82780], [-0.58207, 0.60070, -3.94285], [5.03084, -3.89218, -0.07537], [5.43847, -2.55972, -0.39783], [5.64780, -4.58610, -0.64664], [5.13429, -4.05887, 0.99077], [3.99623, -4.02284, -0.39730], [5.94245, -2.46733, -1.20832], [2.20642, 1.97682, 3.24558], [0.77481, 1.88161, 3.27205], [2.58192, 2.62329, 4.03983], [2.65473, 0.98899, 3.25008], [2.49700, 2.45912, 2.30830], [0.43018, 2.76936, 3.39885], [3.12140, -6.04932, -3.93228], [3.73979, -6.71567, -4.99454], [2.16386, -5.58827, -4.19944], [2.96447, -6.75197, -3.11323], [3.67833, -5.22043, -3.46452], [3.73845, -6.07436, -5.71537]]
}

Record 4
{
  "formula": "C23H22N5O5S2Tl",
  "method": "ωB97M-V/def2-TZVPD",
  "multiplicity": 2,
  "orbital_gap_ha": [0.22586, 0.23799],
  "charge": -1,
  "lumo_ev": [2.52, 1.84],
  "relative_energy_kcal_mol": 0.00,
  "s2": 0.7581,
  "species": ["Tl", "C", "N", "C", "C", "C", "C", "C", "C", "N", "C", "C", "C", "C", "C", "C", "N", "C", "C", "C", "C", "C", "N", "H", "H", "H", "H", "H", "H", "H", "H", "H", "H", "H", "H", "H", "H", "H", "H", "H", "H", "O", "S", "O", "O", "O", "O", "N", "C", "C", "C", "C", "C", "S", "H", "H", "H", "H"],
  "coordinates": [[0.80687, -0.40102, 0.05824], [-1.92603, 2.02135, 1.04178], [-1.10008, 1.94103, -0.16074], [-1.88010, 1.50500, -1.30870], [-1.05549, 1.07238, -2.50056], [-1.67879, 0.88335, -3.73031], [-0.93514, 0.39619, -4.78697], [0.40884, 0.11015, -4.59155], [0.94209, 0.32682, -3.33765], [0.23405, 0.82055, -2.32206], [-0.37372, 3.17572, -0.39701], [0.70824, 3.38820, 0.63867], [0.77101, 4.54275, 1.40772], [1.78338, 4.66848, 2.34762], [2.69273, 3.63673, 2.49525], [2.55459, 2.51745, 1.68365], [1.59488, 2.40410, 0.77391], [-2.27429, 0.65785, 1.58100], [-3.57144, 0.17899, 1.58267], [-3.80787, -1.09985, 2.06744], [-2.74481, -1.84237, 2.53553], [-1.47555, -1.27945, 2.49690], [-1.24132, -0.05292, 2.04440], [-2.84538, 2.60278, 0.85446], [-1.35663, 2.54633, 1.81169], [-2.59959, 2.28209, -1.62743], [-2.44185, 0.61351, -1.01277], [-2.73654, 1.08843, -3.83551], [-1.40097, 0.22090, -5.74895], [1.01943, -0.30379, -5.38181], [1.97328, 0.07667, -3.11547], [-1.04834, 4.05009, -0.40775], [0.10190, 3.11139, -1.37604], [0.02873, 5.32036, 1.27736], [1.85124, 5.55630, 2.96436], [3.48817, 3.68595, 3.22633], [3.22584, 1.66853, 1.76480], [-4.37362, 0.78415, 1.17879], [-4.80761, -1.51568, 2.05207], [-2.87318, -2.85646, 2.88664], [-0.60282, -1.83671, 2.81447], [-1.37372, -3.87626, -1.29856], [-0.86172, -2.55235, -1.00337], [0.21005, -2.11043, -1.95111], [-1.91398, -1.50831, -0.95350], [-0.17992, -2.54305, 0.36955], [2.94882, -1.33925, -0.54373], [2.81059, -2.52289, 0.03048], [2.70650, -3.59851, -0.78246], [2.55897, -4.85735, -0.27942], [2.48325, -5.01625, 1.10784], [2.51834, -3.91076, 1.91399], [2.64182, -2.61196, 1.38363], [2.48494, -1.19198, 2.32767], [2.71322, -3.35070, -1.83111], [2.45569, -5.68804, -0.96104], [2.35660, -6.00000, 1.54110], [2.40641, -3.98821, 2.98558]]
}

What did the second record say?
{
  "formula": "C3H8P2",
  "method": "ωB97M-V/def2-TZVPD",
  "multiplicity": 1,
  "orbital_gap_ha": [0.27915, 0.27252],
  "lumo_ev": [-0.87, -0.59],
  "relative_energy_kcal_mol": 99.32,
  "species": ["C", "C", "C", "P", "P", "H", "H", "H", "H", "H", "H", "H", "H"],
  "coordinates": [[2.53545, 1.02635, 0.97149], [-1.03321, -1.19257, 0.21232], [-1.24314, -0.03248, -0.86604], [2.07838, 0.03412, -0.22427], [-0.71461, 1.60770, -0.23275], [2.13829, 1.84365, 1.58397], [-0.83124, -2.13821, -0.30016], [-0.10749, -0.97505, 0.70993], [-1.77760, -1.42262, 0.96845], [-2.23738, 0.02063, -1.08519], [-0.66237, -0.40969, -1.69506], [3.35345, -0.12982, -0.90191], [-1.49852, 1.76798, 0.85923]]
}

Which formula does entry 2 have? C3H8P2

What is the formula in the third record? C26H66AsF6N3O14